ORCA calculation (ωB97M-V/def2-TZVPD) on a molecular structure, C16H21AgI2OSSi.

Output
- E_tot (eV) = -57892.713
- gap between HOMO and LUMO (Ha) = 0.2410
- energy above the lowest of the compared OMol25 structures with the same formula, charge and spin (kcal per mole) = 4.65
- E_HOMO (Ha) = -0.2483

The geometry in XYZ format:
```
43
Properties=species:S:1:pos:R:3:forces:R:3
Ag -0.95206 0.98714 -0.17850 -1.0796 0.0443 -0.1237
I -0.18337 1.66825 2.85426 -0.0579 0.2907 0.1047
C -0.84743 3.62840 2.30910 0.1084 -0.0219 -0.1717
I -0.60799 4.22763 0.26716 -0.0142 0.0083 0.4322
H -0.26664 4.31678 2.90743 -0.0212 0.0155 0.0026
H -1.90116 3.68205 2.54969 -0.0139 -0.0472 -0.0499
O 1.31058 1.33064 -0.20717 -0.1825 0.1515 0.1751
S 1.96682 0.38970 -1.16571 0.5737 -0.8048 -0.0974
C 3.49959 -0.08564 -0.34306 -0.0506 0.1957 -0.1035
C 4.52131 -0.66027 -1.08163 -0.0895 -0.0637 -0.0508
C 5.70659 -0.99672 -0.44531 -0.0091 0.0015 -0.0534
C 5.86200 -0.74187 0.90978 0.0246 0.0122 0.0930
C 4.83609 -0.14955 1.63480 0.0047 -0.0187 -0.0741
C 3.64793 0.18977 1.00532 -0.0544 0.0623 0.0797
C 1.13532 -1.20279 -0.99602 0.1522 0.1862 -0.2039
C 0.69530 -1.65008 0.24019 0.0150 -0.0696 0.1219
C 0.03728 -2.86642 0.31903 0.0297 0.0885 0.0229
C -0.16545 -3.62528 -0.82707 -0.0113 -0.0389 -0.0158
C 0.28177 -3.16985 -2.05781 -0.0132 0.0060 -0.0007
C 0.93095 -1.94640 -2.14700 0.0098 0.0778 -0.0254
H 4.38688 -0.84557 -2.14120 0.0430 0.0004 0.0023
H 6.51260 -1.44408 -1.01183 -0.0042 -0.0038 0.0101
H 6.79311 -0.99170 1.40182 -0.0094 -0.0168 -0.0093
H 4.95832 0.06239 2.68869 0.0376 -0.0100 -0.0026
H 2.85159 0.68700 1.54589 -0.0299 0.0000 -0.0404
H 0.86770 -1.06501 1.13532 0.0056 0.0799 -0.0316
H -0.31725 -3.21495 1.27982 -0.0133 -0.0389 -0.0209
H -0.67804 -4.57584 -0.75820 -0.0132 0.0147 -0.0051
H 0.11212 -3.75316 -2.95292 -0.0027 -0.0160 0.0166
H 1.26509 -1.56538 -3.10485 -0.0192 -0.0062 0.0057
C -4.33086 -0.70603 -0.51442 0.2663 0.1266 -0.0052
Si -3.43491 0.97117 -0.29706 -0.2372 0.0741 0.0569
C -4.24905 1.67461 1.29842 0.3052 -0.1095 -0.1054
C -4.22802 2.10294 -1.62712 0.3117 -0.1649 0.0625
H -5.41553 -0.56929 -0.48459 -0.0067 0.0390 0.0025
H -4.05755 -1.40211 0.28298 0.0039 -0.0012 -0.0115
H -4.07646 -1.17867 -1.46656 0.0107 0.0039 0.0138
H -5.33812 1.65925 1.19744 -0.0098 -0.0124 -0.0309
H -3.95365 2.71395 1.47476 0.0174 -0.0110 -0.0142
H -3.98723 1.09557 2.18848 0.0162 0.0157 -0.0118
H -5.31851 2.06404 -1.55331 -0.0110 -0.0264 0.0358
H -3.94887 1.81271 -2.64327 0.0032 -0.0022 0.0211
H -3.92076 3.14267 -1.48575 0.0150 -0.0107 -0.0002
```
Forces are in eV/Å.

These are the Löwdin partial charges, in e, on atoms 1 to 4:
1. Ag 0.395
2. I 0.730
3. C -1.126
4. I 0.721


ORCA calculation (ωB97M-V/def2-TZVPD) on a molecular structure, C16H21AuN3OSeTe.

Output
- E_tot (eV) = -99755.650
- spin multiplicity = 3
- net charge = +3
- ⟨S²⟩ = 2.042
- gap between HOMO and LUMO (spin up / spin down) (Ha) = 0.3440 / 0.2137
- energy above the lowest of the compared OMol25 structures with the same formula, charge and spin (kcal per mole) = 15.20
- E_HOMO (spin up / spin down) (Ha) = -0.6316 / -0.6426

The geometry in XYZ format:
```
44
Properties=species:S:1:pos:R:3:forces:R:3
Au -1.22262 0.48140 -1.25902 0.0224 -0.0372 -0.1712
O 0.10498 2.27853 0.42819 0.0135 -0.0082 -0.0214
C -0.94692 3.23721 0.38293 -0.0360 0.0283 -0.0261
C -2.24954 2.55584 0.70521 0.0111 0.0145 0.0259
C -3.21477 3.20659 1.45699 0.0130 -0.0035 -0.0130
C -4.43984 2.59812 1.67820 -0.0092 -0.0139 -0.0024
C -4.66087 1.32736 1.16732 -0.0021 0.0086 0.0136
C -3.65895 0.72910 0.43447 0.0275 -0.0242 0.0174
N -2.47703 1.33140 0.20019 -0.0285 0.0648 -0.0403
H 0.92715 2.72691 0.19805 -0.0052 0.0011 0.0148
H -1.02245 3.68723 -0.61350 -0.0014 0.0055 0.0046
H -0.78143 4.04180 1.10067 0.0096 -0.0045 0.0029
H -3.01033 4.19861 1.83733 0.0047 -0.0007 0.0032
H -5.21329 3.11041 2.23557 -0.0014 -0.0005 -0.0004
H -5.59927 0.81132 1.31117 -0.0037 0.0045 -0.0029
H -3.79431 -0.25331 0.00481 -0.0012 0.0034 -0.0076
C 2.27905 -0.80195 -1.35691 0.0107 -0.0061 -0.0012
N 2.12153 -1.36833 -2.69379 -0.0810 0.0392 -0.0126
C 1.03789 -1.26396 -3.50954 0.0922 0.0157 0.0354
Se -0.59563 -0.46016 -3.36934 -0.0453 -0.0440 -0.0206
N 1.35019 -1.90603 -4.67418 -0.0399 0.0203 -0.0164
C 2.60578 -2.41210 -4.62073 0.0105 -0.0016 0.0373
C 3.36440 -3.13641 -5.54668 0.0143 -0.0068 -0.0084
C 4.62560 -3.47532 -5.14124 0.0002 0.0015 0.0082
C 5.13734 -3.11505 -3.85350 0.0060 -0.0137 -0.0222
C 4.40033 -2.40960 -2.93878 -0.0254 0.0156 0.0116
C 3.10816 -2.05928 -3.33939 0.0537 -0.0428 -0.0424
H 1.32181 -0.41946 -1.01755 -0.0052 0.0065 0.0062
H 3.00911 0.00485 -1.39226 0.0013 -0.0022 0.0043
H 2.61860 -1.58401 -0.68152 -0.0051 -0.0028 0.0004
H 0.71003 -1.98430 -5.45489 0.0082 0.0005 -0.0060
H 2.97839 -3.40607 -6.51969 -0.0006 0.0011 -0.0010
H 5.26825 -4.03323 -5.80886 -0.0024 -0.0001 -0.0029
H 6.14607 -3.41603 -3.60444 0.0000 0.0024 0.0047
H 4.79970 -2.14100 -1.97155 0.0016 -0.0012 0.0004
C -0.75189 -0.75568 6.83181 0.0267 0.0046 0.0038
Te -0.90414 0.38018 5.06272 -0.0359 -0.0330 0.2156
C -2.58904 1.49139 5.66572 -0.0040 0.0199 0.0099
H -0.69646 -0.06158 7.66945 0.0030 0.0003 -0.0018
H 0.14253 -1.36923 6.77331 -0.0030 -0.0030 -0.0034
H -1.64573 -1.37383 6.91035 -0.0022 0.0026 -0.0033
H -3.39899 0.79376 5.87518 0.0043 -0.0061 0.0005
H -2.85876 2.17635 4.86705 0.0003 -0.0060 0.0083
H -2.32465 2.03755 6.57067 0.0037 0.0010 -0.0015
```
Forces are in eV/Å.

These are the Löwdin partial charges, in e, on atoms 1 to 4:
1. Au 0.572
2. O -0.120
3. C -0.190
4. C -0.253